Molecular formula: H10O5
Method: DFT, wB97M-V/def2-TZVPD

Positions of all 15 atoms, in Å:
H: 0.830 3.081 1.731
O: -0.722 -3.030 1.279
H: 1.770 1.282 -0.983
H: 1.418 0.035 -1.778
O: 0.284 2.414 2.161
O: 1.401 0.998 -1.827
H: 0.560 -0.444 -0.477
H: 0.082 2.796 3.023
H: -2.474 -0.839 -2.497
H: -1.502 -2.685 0.831
O: 1.013 0.185 0.095
H: 1.681 -0.345 0.544
H: -1.413 -1.042 -1.427
H: -1.076 -3.483 2.052
O: -1.960 -0.361 -1.836

Values from the calculation:
Lowest unoccupied orbital energy (hartree): 0.0105
Energy above the lowest of the compared OMol25 structures with the same formula, charge and spin (kcal/mol): 66.10
SMILES string: O.O.O.O.O
2S+1: 1

Molecular formula: C4H9I2N
Method: DFT, wB97M-V/def2-TZVPD

Positions of all 16 atoms, in Å:
H: 1.671 -2.156 -0.592
N: 1.582 -1.231 -0.254
H: -1.472 2.094 0.796
C: -0.293 0.586 -1.337
H: 0.930 1.225 0.313
C: 0.416 -0.969 0.503
C: -1.217 1.014 0.954
H: -0.897 0.782 1.996
C: 0.011 0.489 0.105
H: -0.518 1.611 -1.731
I: -1.046 -2.458 0.021
H: -1.910 0.264 0.817
I: 3.282 -0.146 0.084
H: 0.495 -1.017 1.661
H: 0.312 -0.134 -1.844
H: -1.346 0.046 -1.492

Values from the calculation:
Lowest unoccupied orbital energy (hartree): -0.0144
Energy above the lowest of the compared OMol25 structures with the same formula, charge and spin (kcal/mol): 9.18
SMILES string: CC(C)[C@@H](I)NI
2S+1: 1

Molecular formula: C18H24N4O4
Method: DFT, wB97M-V/def2-TZVPD

Positions of all 50 atoms, in Å:
H: 2.226 -1.649 -0.658
C: -2.509 0.388 3.337
C: 3.759 -0.329 -2.823
H: -4.647 3.412 4.102
N: 0.634 -0.627 1.206
C: -2.682 2.639 3.788
N: 2.686 -0.203 -3.822
H: 0.658 0.795 2.769
C: 2.127 -0.544 -0.853
C: 0.745 -1.154 -5.188
H: -0.744 -0.932 -0.375
C: 1.788 0.023 0.539
N: -1.724 -0.669 2.918
H: -0.380 -0.458 4.557
H: 0.947 -1.556 -6.193
C: -0.366 -0.875 3.522
H: 4.667 0.216 -3.206
H: -5.758 1.162 3.850
H: -2.195 3.600 3.857
C: 1.367 1.176 -5.495
C: 0.732 -0.304 2.667
H: 0.976 2.186 -5.417
O: -5.580 -1.390 3.277
C: -0.711 -0.487 0.620
H: 1.706 -0.631 3.079
O: 2.223 -2.458 -3.887
H: -3.683 -2.035 3.464
C: -3.845 0.156 3.543
H: 1.781 0.978 -6.481
C: -4.354 -1.197 3.428
H: -0.125 -1.657 -4.731
O: 0.276 0.208 -5.316
O: 3.227 1.975 -4.285
C: 3.387 0.171 -1.414
N: -1.939 1.568 3.472
H: -1.773 -2.205 1.413
H: 1.585 1.081 0.392
C: 1.959 -1.327 -4.234
H: -0.136 -1.949 3.587
H: 1.221 -0.368 -1.485
C: -4.668 1.269 3.766
H: 4.137 -1.341 -2.778
C: 2.468 0.994 -4.463
C: -1.840 -1.120 1.494
C: -4.062 2.515 3.923
H: -0.852 0.589 0.534
H: 4.208 0.076 -0.739
H: -2.822 -0.833 1.098
H: 3.225 1.232 -1.480
H: 2.679 -0.110 1.119

Values from the calculation:
Lowest unoccupied orbital energy (hartree): -0.0066
Energy above the lowest of the compared OMol25 structures with the same formula, charge and spin (kcal/mol): 77.81
SMILES string: O=Cc1cccnc1N1CCN(CCCCN2C(=O)COCC2=O)CC1
2S+1: 1

Number 1: Kohn-Sham gap 0.36998 hartree. Number 2: Kohn-Sham gap 0.30931 hartree. Number 3: Kohn-Sham gap 0.29749 hartree.